[1]
115
Properties=species:S:1:pos:R:3 method="wB97M-V/def2-TZVPD" s_squared=0.75 total_energy_ev=-158025.5580 multiplicity=2 relative_energy_kcal_mol=5.0 total_charge=+1
Re 0.91 1.04 -0.70
O 2.60 -0.46 -1.05
C 3.84 -0.16 -1.64
C 4.37 -1.09 -2.51
C 5.59 -0.80 -3.12
C 6.22 0.41 -2.88
C 5.63 1.35 -2.05
C 4.43 1.08 -1.41
C 3.58 2.17 -0.82
O 2.37 2.14 -1.49
N 3.28 2.03 0.63
N 1.94 2.22 0.81
C 1.42 2.75 1.84
C -0.03 2.82 1.95
Br -0.97 2.31 0.35
C -0.66 3.21 3.06
C -2.09 3.33 3.38
C -3.07 2.50 2.84
C -4.40 2.68 3.18
C -4.76 3.69 4.06
C -3.79 4.50 4.63
C -2.46 4.31 4.30
H 2.76 -0.57 -0.09
H 3.85 -2.02 -2.68
H 6.03 -1.51 -3.80
H 7.17 0.63 -3.36
H 6.09 2.32 -1.92
H 4.06 3.15 -0.98
H 3.88 2.54 1.27
H 2.01 3.16 2.65
H 0.01 3.53 3.86
H -2.81 1.67 2.19
H -5.16 2.03 2.76
H -5.80 3.84 4.31
H -4.07 5.28 5.33
H -1.70 4.94 4.74
C -2.22 -3.66 2.61
C -1.70 -3.66 1.18
C -2.03 -4.94 0.44
O -0.28 -3.47 1.15
C 0.05 -2.22 0.58
C -1.28 -1.58 0.22
O -2.27 -2.55 0.47
C -1.32 -1.14 -1.25
O -0.15 -0.39 -1.50
C -2.52 -0.24 -1.54
C -2.62 0.34 -2.81
C -3.61 1.26 -3.10
C -4.53 1.61 -2.12
C -4.47 1.02 -0.87
C -3.46 0.10 -0.58
C -1.29 -2.36 -2.17
C -2.49 -2.96 -2.56
C -2.50 -4.08 -3.37
C -1.30 -4.64 -3.80
C -0.10 -4.06 -3.42
C -0.10 -2.93 -2.61
C 0.86 -1.30 1.52
O 0.80 0.03 1.01
C 2.33 -1.73 1.60
C 2.79 -2.95 1.12
C 4.13 -3.29 1.23
C 5.03 -2.41 1.81
C 4.58 -1.19 2.30
C 3.24 -0.86 2.20
C 0.27 -1.31 2.93
C -0.62 -0.34 3.35
C -1.16 -0.37 4.62
C -0.81 -1.38 5.50
C 0.07 -2.37 5.09
C 0.61 -2.34 3.81
H -1.73 -4.43 3.19
H -3.30 -3.85 2.59
H -2.05 -2.69 3.08
H -1.63 -5.79 0.98
H -1.58 -4.91 -0.56
H -3.11 -5.05 0.34
H 0.65 -2.39 -0.31
H -1.44 -0.70 0.84
H -1.91 0.05 -3.57
H -3.66 1.70 -4.08
H -5.31 2.33 -2.34
H -5.20 1.27 -0.12
H -3.45 -0.37 0.39
H -3.43 -2.54 -2.22
H -3.44 -4.53 -3.65
H -1.30 -5.52 -4.43
H 0.84 -4.49 -3.74
H 0.85 -2.49 -2.32
H 2.10 -3.66 0.68
H 4.47 -4.25 0.86
H 6.08 -2.68 1.90
H 5.27 -0.50 2.77
H 2.88 0.08 2.59
H -0.89 0.44 2.66
H -1.87 0.40 4.93
H -1.23 -1.41 6.50
H 0.35 -3.17 5.76
H 1.30 -3.11 3.50
N 0.79 -0.05 -3.97
C 0.40 1.22 -3.85
N 0.35 1.89 -2.72
C 0.03 3.24 -2.97
C 0.10 4.30 -2.07
C -0.25 5.57 -2.50
C -0.63 5.82 -3.81
C -0.64 4.79 -4.73
C -0.29 3.52 -4.30
S -0.09 2.09 -5.27
H 0.72 -0.62 -3.12
H 0.64 -0.53 -4.84
H 0.46 4.15 -1.07
H -0.20 6.39 -1.79
H -0.90 6.82 -4.12
H -0.88 4.97 -5.77

[2]
119
Properties=species:S:1:pos:R:3 method="wB97M-V/def2-TZVPD" total_energy_ev=-212086.8287 multiplicity=1 total_charge=-2
K 0.00 0.00 0.00
O -0.98 2.09 1.49
S -0.73 1.21 2.63
O -0.28 1.95 3.82
O 0.05 0.00 2.41
C -2.39 0.64 3.11
C -2.89 1.19 4.32
C -4.12 0.80 4.86
C -4.88 -0.15 4.20
C -4.40 -0.70 3.01
C -3.16 -0.32 2.44
S -2.76 -1.10 0.85
O -1.72 -2.06 1.17
O -4.03 -1.75 0.48
O -2.44 0.00 -0.05
H -2.30 1.94 4.85
H -4.47 1.25 5.78
H -5.84 -0.47 4.60
H -5.02 -1.45 2.50
C -0.97 -5.43 -5.54
C 0.25 -4.81 -4.81
C 1.56 -5.44 -5.34
C 0.14 -5.13 -3.30
C 0.11 -6.46 -2.85
C 0.03 -6.75 -1.49
C -0.01 -5.72 -0.55
C 0.02 -4.39 -0.98
P 0.00 -3.00 0.07
C -1.42 -3.57 1.26
C -2.70 -3.66 0.69
C -3.78 -4.12 1.44
C -3.60 -4.49 2.77
C -2.33 -4.41 3.36
C -1.24 -3.95 2.60
C 1.68 -3.12 1.04
C 2.17 -4.33 1.58
C 3.43 -4.39 2.18
C 4.22 -3.24 2.25
C 3.75 -2.03 1.74
C 2.48 -1.97 1.15
C 0.07 -4.09 -2.35
O 0.06 -2.80 -2.75
C 0.18 -2.37 -4.03
C 0.20 -0.99 -4.30
C 0.33 -0.53 -5.61
C 0.44 -1.45 -6.66
C 0.41 -2.82 -6.40
C 0.28 -3.30 -5.08
P 0.00 0.07 -2.96
C -1.80 -0.27 -2.94
C -2.42 -0.84 -1.81
C -3.77 -1.19 -1.86
C -4.52 -0.99 -3.01
C -3.93 -0.42 -4.13
C -2.58 -0.05 -4.09
C 1.83 0.16 -2.68
C 2.45 -0.93 -2.07
C 3.84 -0.97 -1.91
C 4.62 0.11 -2.34
C 4.01 1.22 -2.94
C 2.62 1.25 -3.11
H -1.02 -6.52 -5.39
H -0.91 -5.25 -6.63
H -1.91 -4.98 -5.15
H 1.58 -6.54 -5.18
H 2.44 -5.00 -4.81
H 1.69 -5.27 -6.43
H 0.16 -7.29 -3.55
H 0.00 -7.78 -1.16
H -0.09 -5.98 0.49
H -2.84 -3.39 -0.35
H -4.76 -4.19 0.99
H -4.44 -4.85 3.36
H -2.19 -4.70 4.39
H -0.27 -3.89 3.06
H 1.59 -5.23 1.56
H 3.80 -5.32 2.58
H 5.20 -3.29 2.71
H 4.36 -1.14 1.80
H 2.14 -1.03 0.76
H 0.35 0.53 -5.83
H 0.54 -1.09 -7.68
H 0.49 -3.49 -7.24
H -1.89 -1.02 -0.91
H -4.25 -1.63 -0.98
H -5.57 -1.27 -3.04
H -4.51 -0.25 -5.03
H -2.14 0.40 -4.97
H 1.88 -1.77 -1.72
H 4.31 -1.82 -1.44
H 5.69 0.09 -2.21
H 4.62 2.05 -3.27
H 2.16 2.11 -3.57
O 2.28 1.60 0.27
S 1.62 1.62 1.62
C 2.64 2.70 2.70
C 3.64 1.81 3.41
C 2.86 0.56 3.78
C 2.16 0.11 2.51
H 1.96 3.18 3.41
H 3.13 3.48 2.10
H 4.07 2.30 4.29
H 4.47 1.54 2.73
H 2.12 0.80 4.56
H 3.51 -0.23 4.18
H 1.29 -0.52 2.71
H 2.85 -0.43 1.86
Br -2.56 5.54 1.14
C -1.07 4.60 0.48
C 0.04 5.29 -0.02
C 1.12 4.57 -0.50
C 1.06 3.18 -0.47
N 0.00 2.49 0.00
C -1.04 3.22 0.47
H 0.06 6.38 -0.03
H 2.00 5.07 -0.89
H 1.88 2.58 -0.84
H -1.88 2.63 0.84
H 2.27 0.00 0.00